[1]
{"formula": "CH4O4", "method": "ωB97M-V/def2-TZVPD", "species": ["C", "H", "O", "O", "H", "H", "O", "O", "H"], "positions_angstrom": [[0.22580, -0.10209, -0.06592], [0.19610, 0.77879, 1.66414], [0.43710, -1.16404, 0.75210], [0.50122, 0.94419, 0.79745], [0.14581, -2.04701, 0.57819], [0.81753, 0.69931, -1.81749], [-1.57326, 0.09804, -0.13391], [0.74885, -0.18889, -1.29173], [-1.49916, 0.98170, -0.48281]], "forces_ev_per_angstrom": [[2.53, -1.22, 2.14], [-0.44, -0.86, 1.44], [1.18, -0.57, 0.87], [0.89, 2.12, -3.09], [-0.54, -0.36, -1.08], [-0.18, -2.01, 1.76], [-4.82, -0.48, 0.64], [1.68, 1.95, -2.03], [-0.30, 1.42, -0.65]], "gap_ev": [5.103, 8.842], "total_charge": 0, "mol_weight_g_mol": 80.04, "spin_multiplicity": 3}


[2]
{"formula": "CH4O4P", "method": "ωB97M-V/def2-TZVPD", "species": ["P", "H", "O", "H", "C", "H", "O", "O", "H", "O"], "positions_angstrom": [[-0.66470, -0.15271, 0.07766], [0.88447, -1.67636, 0.41085], [-1.49644, 1.31969, -0.02545], [1.31237, 0.55025, -1.37065], [1.10938, 0.36740, -0.20789], [-1.35422, -0.56855, -0.99138], [0.91041, -1.46687, -0.50744], [-0.97881, -0.85773, 1.36017], [-1.65991, 1.89747, 0.62771], [1.93746, 0.58741, 0.62642]], "forces_ev_per_angstrom": [[1.15, 1.50, 1.75], [0.34, -0.84, 1.25], [0.53, -3.19, -3.99], [-0.38, 0.00, 1.69], [-1.81, -0.90, -3.34], [-0.29, -0.61, -1.46], [-0.50, 0.02, -1.19], [0.04, 0.35, -0.33], [-0.47, 2.71, 3.96], [1.39, 0.95, 1.66]], "gap_ev": 7.839, "total_charge": -1, "mol_weight_g_mol": 111.01}


[3]
{"formula": "CH4OS", "method": "ωB97M-V/def2-TZVPD", "species": ["S", "H", "H", "O", "H", "H", "C"], "positions_angstrom": [[-1.67822, 0.09248, -0.04030], [0.69408, 1.13443, 0.99150], [0.02238, 0.43228, -1.67908], [0.78244, 1.19712, 0.03021], [-1.40194, 0.07898, 1.26966], [0.80618, -1.62204, -0.57078], [-0.05390, 0.38072, -0.60372]], "forces_ev_per_angstrom": [[-0.40, 0.24, -0.02], [-0.05, -0.05, -0.22], [0.03, 0.06, -0.01], [0.38, 0.48, 0.28], [0.07, -0.11, 0.04], [-0.60, 1.68, -0.04], [0.57, -2.30, -0.03]], "gap_ev": [9.111, 7.606], "total_charge": 0, "mol_weight_g_mol": 64.11}


One value per record, in order, for energy above the lowest of the compared OMol25 structures with the same formula, charge and spin: 55.9; 35.1; 77.9 kcal per mole.